# 1
Entry from the Open Molecules 2025 dataset: C5H10FO as an isolated structure at a distorted geometry (ωB97M-V/def2-TZVPD).

relative energy (zero: lowest compared OMol25 entry of this formula, charge and spin) = 3.489 eV
energy = -10099.81834 eV
E_LUMO = -4.33 eV

Structure (ORCA input):
```
! RIJCOSX wB97M-V def2-TZVPD def2/J DEFGRID3
* xyz 1 1
C 0.09 -0.05 -0.73
C -0.21 1.30 -0.39
C -1.68 -1.23 0.64
C 2.30 0.91 0.39
C -0.73 -1.28 -0.58
O 0.83 0.62 0.38
F -1.44 1.83 0.68
H 0.61 -0.05 -1.69
H -0.18 2.26 -0.79
H -1.88 -2.33 0.95
H -2.63 -0.81 0.24
H -1.09 -0.71 1.37
H 2.77 0.04 0.77
H 2.75 1.35 -0.50
H 2.21 1.60 1.22
H -1.40 -1.26 -1.42
H -0.30 -2.18 -0.53
*
```

=====

# 2
Entry from the Open Molecules 2025 dataset: a 2-piece molecular cluster, C5H4ClNO overall at a distorted geometry (ωB97M-V/def2-TZVPD).

relative energy (zero: lowest compared OMol25 entry of this formula, charge and spin) = 2.789 eV
energy = -21306.90393 eV
E_LUMO = 0.10 eV
SMILES string = C=C(Cl)C#N.C=C=O

Structure (ORCA input):
```
! RIJCOSX wB97M-V def2-TZVPD def2/J DEFGRID3
* xyz 0 1
C 1.04 -0.05 1.17
C -1.85 1.32 0.39
C 1.76 -1.28 -0.77
C -2.20 0.25 -0.24
C 1.46 -0.15 -0.18
N 0.81 0.03 2.27
O -1.55 2.22 1.09
Cl 1.61 1.45 -1.00
H 1.50 -2.05 -0.07
H 2.08 -1.20 -1.76
H -2.54 -0.65 0.30
H -2.10 0.11 -1.21
*
```

=====

# 3
Entry from the Open Molecules 2025 dataset: the molecule C2H4N4 at a distorted geometry (ωB97M-V/def2-TZVPD).

relative energy (zero: lowest compared OMol25 entry of this formula, charge and spin) = 2.957 eV
energy = -8096.35756 eV
E_LUMO = 0.48 eV
SMILES string = Nc1cnn[nH]1

Structure (ORCA input):
```
! RIJCOSX wB97M-V def2-TZVPD def2/J DEFGRID3
* xyz 0 1
N -1.60 0.14 0.02
C -0.27 0.04 -0.19
C 0.73 0.97 -0.04
N 1.77 0.27 0.53
N 1.54 -0.98 0.54
N 0.32 -1.24 -0.20
H -2.10 -0.73 0.15
H -1.89 0.91 0.61
H 0.78 2.03 -0.28
H 0.73 -1.40 -1.14
*
```

=====

# 4
Entry from the Open Molecules 2025 dataset: C46H59FN5O2Se2Ta as an isolated structure at a distorted geometry (ωB97M-V/def2-TZVPD).

relative energy (zero: lowest compared OMol25 entry of this formula, charge and spin) = 0.000 eV
energy = -195174.67888 eV
E_LUMO = -0.98 eV

Structure (ORCA input):
```
! RIJCOSX wB97M-V def2-TZVPD def2/J DEFGRID3
* xyz 0 1
Ta -0.90 2.04 1.00
C -1.18 2.63 -4.66
C -0.46 1.90 -3.51
C 0.10 0.58 -4.05
C 0.63 2.78 -2.90
C 1.77 3.02 -3.66
C 2.82 3.77 -3.17
C 2.73 4.32 -1.91
C 1.59 4.16 -1.12
C 1.48 4.94 0.17
C 1.44 6.44 -0.13
C 2.60 4.60 1.16
C 0.55 3.37 -1.61
N -0.66 3.20 -0.83
C -1.73 3.92 -1.29
O -1.72 4.80 -2.13
C -3.02 3.51 -0.66
C -4.25 4.02 -1.00
C -5.37 3.55 -0.31
C -5.21 2.61 0.70
C -3.94 2.16 0.98
N -2.88 2.58 0.29
C -3.61 1.12 2.01
O -4.43 0.77 2.83
N -2.34 0.65 1.83
C -2.08 -0.71 2.25
C -2.78 -1.76 1.62
C -2.38 -3.06 1.88
C -1.33 -3.34 2.73
C -0.68 -2.31 3.38
C -1.05 -0.98 3.16
C -0.40 0.11 3.99
C 1.12 0.04 3.99
C -0.97 0.07 5.41
C -4.01 -1.55 0.73
C -5.27 -2.04 1.45
C -3.95 -2.23 -0.64
H -2.04 2.04 -5.01
H -0.50 2.77 -5.50
H -1.54 3.61 -4.35
H -1.19 1.66 -2.74
H 0.73 0.74 -4.93
H -0.73 -0.08 -4.34
H 0.69 0.06 -3.29
H 1.83 2.60 -4.66
H 3.70 3.94 -3.78
H 3.56 4.92 -1.53
H 0.53 4.69 0.64
H 2.38 6.79 -0.57
H 1.25 7.00 0.79
H 0.63 6.67 -0.84
H 3.58 4.87 0.75
H 2.59 3.54 1.40
H 2.45 5.16 2.09
H -4.31 4.76 -1.78
H -6.35 3.92 -0.57
H -6.04 2.22 1.28
H -2.92 -3.89 1.42
H -1.03 -4.37 2.92
H 0.11 -2.53 4.08
H -0.68 1.08 3.58
H 1.48 -0.87 4.49
H 1.53 0.90 4.53
H 1.52 0.06 2.98
H -0.66 -0.85 5.92
H -2.06 0.11 5.40
H -0.60 0.92 5.99
H -4.11 -0.48 0.52
H -5.19 -3.11 1.67
H -6.15 -1.89 0.82
H -5.42 -1.52 2.39
H -3.81 -3.31 -0.55
H -3.15 -1.81 -1.26
H -4.89 -2.07 -1.16
F 0.89 1.55 1.37
Se -1.10 3.75 2.63
C 0.82 -6.11 -2.60
C 0.98 -4.59 -2.69
C -0.26 -3.83 -2.22
C -0.42 -3.79 -0.70
N 0.68 -3.10 -0.03
C 0.87 -1.76 0.02
Se -0.31 -0.51 -0.68
N 2.01 -1.54 0.72
C 2.68 -0.26 0.88
C 4.11 -0.31 0.33
C 4.18 -0.70 -1.14
C 3.75 0.44 -2.06
C 2.51 -2.75 1.18
C 3.58 -3.06 2.01
C 3.81 -4.40 2.29
C 3.00 -5.40 1.75
C 1.92 -5.09 0.95
C 1.68 -3.75 0.69
H 1.73 -6.62 -2.92
H 0.00 -6.45 -3.24
H 0.60 -6.44 -1.58
H 1.19 -4.32 -3.73
H 1.85 -4.28 -2.10
H -1.16 -4.30 -2.63
H -0.23 -2.80 -2.58
H -0.47 -4.79 -0.29
H -1.33 -3.27 -0.42
H 2.69 0.01 1.94
H 2.09 0.48 0.36
H 4.72 -1.00 0.92
H 4.53 0.69 0.47
H 3.55 -1.58 -1.32
H 5.20 -1.00 -1.38
H 2.71 0.72 -1.89
H 3.86 0.16 -3.11
H 4.37 1.32 -1.88
H 4.21 -2.29 2.45
H 4.64 -4.67 2.93
H 3.21 -6.44 1.98
H 1.28 -5.87 0.54
*
```

=====

# 5
Entry from the Open Molecules 2025 dataset: a 3-piece molecular cluster, C37H35BrClI2O5P2 overall at a distorted geometry (ωB97M-V/def2-TZVPD).

energy = -166515.31755 eV
E_LUMO = -0.20 eV

Structure (ORCA input):
```
! RIJCOSX wB97M-V def2-TZVPD def2/J DEFGRID3
* xyz -1 1
C -1.59 3.76 0.43
C -1.42 5.10 0.10
C -2.60 6.10 -0.18
P -3.04 6.11 -2.09
C -1.77 7.50 -2.36
C -2.08 8.98 -1.97
C -3.28 9.37 -1.04
Br -2.30 10.05 -3.68
C -4.24 4.62 -1.78
I -4.73 3.65 -3.73
C -5.58 5.00 -1.02
C -6.92 4.86 -1.84
I -5.76 3.65 0.73
P -3.47 5.85 -4.27
O -4.02 7.38 -4.92
Cl -1.66 5.26 -5.28
H -0.89 2.97 0.06
H -2.47 3.42 1.03
H -0.36 5.49 0.06
H -3.48 5.89 0.48
H -2.20 7.11 0.15
H -4.18 6.99 -1.90
H -1.95 5.15 -2.26
H -0.82 7.19 -1.82
H -1.48 7.48 -3.45
H -1.14 9.43 -1.52
H -2.99 10.24 -0.37
H -3.75 8.56 -0.44
H -4.11 9.79 -1.69
H -3.75 3.79 -1.19
H -5.56 6.03 -0.58
H -6.93 5.50 -2.76
H -7.75 5.27 -1.18
H -7.23 3.80 -2.04
H -3.34 7.77 -5.50
C 1.14 -3.69 0.16
C 2.08 -4.38 -0.60
C 2.81 -3.72 -1.58
C 2.58 -2.36 -1.82
C 1.62 -1.68 -1.08
C 0.91 -2.34 -0.08
C 1.34 -0.25 -1.35
O 0.51 0.36 -0.70
C 2.08 0.43 -2.44
C 1.78 1.76 -2.74
C 2.48 2.41 -3.75
C 3.49 1.75 -4.45
C 3.78 0.42 -4.15
C 3.07 -0.24 -3.15
C 3.37 -1.66 -2.86
O 4.25 -2.25 -3.47
H 0.58 -4.20 0.93
H 2.25 -5.43 -0.42
H 3.54 -4.26 -2.17
H 0.17 -1.81 0.51
H 1.00 2.29 -2.20
H 2.25 3.44 -3.99
H 4.04 2.26 -5.23
H 4.56 -0.09 -4.70
C 4.85 -5.19 5.11
C 5.63 -6.20 5.65
C 5.19 -7.52 5.62
C 3.95 -7.82 5.06
C 3.15 -6.80 4.54
C 3.61 -5.49 4.55
C 1.81 -7.10 3.99
O 1.12 -6.22 3.53
C 1.33 -8.50 4.01
C 0.04 -8.80 3.54
C -0.41 -10.11 3.55
C 0.41 -11.13 4.01
C 1.68 -10.85 4.48
C 2.14 -9.53 4.49
C 3.49 -9.23 5.02
O 4.21 -10.13 5.43
H 5.20 -4.16 5.12
H 6.59 -5.97 6.09
H 5.80 -8.30 6.04
H 3.00 -4.69 4.14
H -0.60 -8.00 3.18
H -1.41 -10.33 3.19
H 0.05 -12.16 4.00
H 2.32 -11.65 4.84
*
```

=====

# 6
Entry from the Open Molecules 2025 dataset: a 2-piece molecular cluster, C2H3NP2 overall at a distorted geometry (ωB97M-V/def2-TZVPD).

relative energy (zero: lowest compared OMol25 entry of this formula, charge and spin) = 2.102 eV
energy = -22186.76105 eV
E_LUMO = -0.46 eV

Structure (ORCA input):
```
! RIJCOSX wB97M-V def2-TZVPD def2/J DEFGRID3
* xyz 0 1
C 0.94 0.16 0.29
C 0.49 -0.08 1.36
N 1.30 0.59 -0.95
P -2.94 -1.43 -0.95
P -2.51 -0.44 0.65
H 0.24 -0.31 2.38
H 1.65 1.54 -1.09
H 0.82 -0.03 -1.69
*
```

=====

E_LUMO of number 4 (C46H59FN5O2Se2Ta)?
-0.98 eV

=====

Among the records above, which one has the highest E_LUMO?
C2H4N4